# 1
Formula: C52H44BBrF2InN3O3SSb
Source: the Open Molecules 2025 dataset
Level of theory: ωB97M-V/def2-TZVPD

Atoms and positions in Å:
In  -13.62898  7.83374  15.66845
C  -9.58692  6.37453  13.98827
C  -9.09051  5.55985  14.99760
C  -9.87211  5.29345  16.08209
C  -11.20223  5.77355  16.12578
C  -11.62624  6.74251  15.22379
C  -10.80741  6.95210  14.13264
C  -11.97738  5.22405  17.26597
C  -11.67056  3.91765  17.70644
C  -12.20066  3.47858  18.89276
C  -13.04554  4.32679  19.61125
C  -13.50279  4.05615  20.91044
C  -14.50219  4.82195  21.48530
C  -15.08294  5.88759  20.75213
C  -14.57736  6.22711  19.51883
C  -13.53109  5.51779  18.93055
N  -12.87809  5.99224  17.81474
H  -9.03853  6.50971  13.06353
H  -8.08501  5.18054  14.96217
H  -9.51860  4.68635  16.88574
H  -11.14078  7.60101  13.32914
H  -10.93082  3.31376  17.18070
H  -11.92658  2.52984  19.33470
H  -13.09003  3.20150  21.44207
H  -14.85055  4.71122  22.52133
H  -15.86005  6.53517  21.20835
H  -14.99721  7.01880  18.89917
C  -14.44375  12.69405  11.33748
C  -13.46431  11.56142  11.13637
N  -13.97826  10.24130  11.65259
C  -14.37578  9.22800  10.65826
C  -13.26033  8.25148  10.36301
C  -14.04021  10.00676  12.97778
S  -14.93836  8.64006  13.55825
N  -13.44759  10.87437  13.80591
C  -12.72573  10.75947  14.86637
O  -12.71769  9.80409  15.76959
C  -11.80012  11.93903  15.14341
C  -11.93486  13.15623  14.42887
C  -11.06487  14.22454  14.64493
C  -10.02631  14.03212  15.54795
C  -9.86902  12.84577  16.22201
C  -10.75957  11.79972  16.06365
H  -14.07976  13.68501  11.01373
H  -14.77616  12.79168  12.38359
H  -15.36000  12.50248  10.74122
H  -12.53732  11.77161  11.69035
H  -13.25127  11.44749  10.04925
H  -14.72097  9.79651  9.77578
H  -15.21334  8.61921  11.05558
H  -12.36090  8.84037  10.10101
H  -13.49115  7.59805  9.49608
H  -13.02059  7.63018  11.21815
H  -12.77575  13.25100  13.73276
H  -11.20453  15.13797  14.09026
H  -9.28803  14.85539  15.64541
H  -8.98938  12.71655  16.87446
H  -10.67622  10.84927  16.60337
C  -14.55154  9.79858  24.59772
C  -14.02935  8.64144  24.03508
C  -13.67190  8.58144  22.69733
C  -13.87136  9.68709  21.86185
C  -14.37152  10.85472  22.38147
C  -14.66798  10.92948  23.75504
Sb  -13.37385  9.59883  19.70149
C  -11.20940  9.24840  19.93923
C  -10.65726  9.48533  21.17800
C  -9.33744  9.03468  21.38178
C  -8.63269  8.39553  20.37816
C  -9.21892  8.21913  19.12194
C  -10.50800  8.68610  18.88774
C  -13.59316  11.71368  19.18874
C  -12.66097  12.65233  19.56907
C  -12.83517  13.99418  19.18235
C  -13.98375  14.36755  18.49757
C  -14.91690  13.41091  18.12975
C  -14.73606  12.07351  18.49010
H  -14.82758  9.88400  25.64903
H  -13.88433  7.73804  24.67749
H  -13.28582  7.64361  22.30469
H  -14.43929  11.76755  21.76741
H  -15.01568  11.87049  24.18744
H  -11.21113  10.03402  21.95146
H  -8.89424  9.16789  22.38440
H  -7.62359  7.98251  20.57530
H  -8.67197  7.67001  18.33627
H  -10.93775  8.63413  17.86945
H  -11.78491  12.41432  20.17280
H  -12.09614  14.72578  19.48334
H  -14.08332  15.39911  18.22053
H  -15.86151  13.71322  17.68422
H  -15.53820  11.34295  18.28454
F  -18.12554  9.27327  18.29626
B  -17.68639  8.51810  17.25969
F  -17.53423  9.02315  16.02583
Br  -20.64449  1.44815  17.80088
C  -19.29299  2.60911  17.25327
C  -18.10755  2.77773  17.99683
C  -17.34531  3.91394  17.78805
C  -17.70351  4.85384  16.77014
C  -18.76699  4.54883  15.91710
C  -19.54794  3.41685  16.15584
C  -17.01791  6.18077  16.68061
O  -17.76174  7.13090  17.41002
O  -15.94646  6.48743  16.16723
H  -17.86765  2.02752  18.77568
H  -16.47852  4.06001  18.39564
H  -18.93743  5.17493  15.03998
H  -20.40913  3.22053  15.49207

**E_HOMO (spin up / spin down)**: -1.5 / -1.5 eV
**Total charge**: -1
**Spin multiplicity**: 1
**LUMO level (spin up / spin down)**: 2.1 / 2.1 eV
**Kohn-Sham gap (spin up / spin down)**: 3.594 / 3.595 eV

Here are the Löwdin charges for atoms 1 to 6, given in e: In 0.5780; C -0.1180; C -0.1113; C -0.0770; C -0.2144; C -0.1798

# 2
Formula: C52H44Cl3CsN5O4S
Source: the Open Molecules 2025 dataset
Level of theory: ωB97M-V/def2-TZVPD

Atoms and positions in Å:
Cs  0.80942  0.23656  -0.91893
O  5.59445  -0.53504  0.07020
C  4.41986  -0.80358  -0.28913
N  3.39449  -0.54741  0.58001
C  3.35634  -0.98270  1.86939
O  3.77505  -2.07894  2.22090
C  2.89813  -0.04816  2.88703
C  3.14941  -0.19725  4.23515
C  2.54169  0.70723  5.15927
C  1.71846  1.67401  4.67270
C  1.60380  1.81065  3.28566
N  2.19001  1.00690  2.39584
C  4.10925  -1.39312  -1.59318
C  5.21753  -1.71103  -2.47330
C  4.95756  -2.26208  -3.74037
C  3.66942  -2.59494  -4.14930
C  2.68714  -2.31332  -3.17865
N  2.86326  -1.72546  -1.98757
H  3.95621  -0.89761  4.59941
H  2.71921  0.62062  6.22238
H  1.23445  2.41330  5.35665
H  0.90920  2.53560  2.82838
H  6.22585  -1.32544  -2.11479
H  5.81380  -2.45512  -4.43325
H  3.39945  -3.16424  -5.09305
H  1.64891  -2.59973  -3.36666
C  7.99661  3.89285  -3.45460
C  6.55679  3.66556  -3.28129
C  5.89568  3.41238  -2.09302
C  4.49818  3.34528  -1.95838
C  3.95981  3.28260  -0.55777
C  3.71337  3.35008  -3.12469
C  2.24875  3.16885  -3.15844
O  1.48358  2.70502  -2.22089
C  4.35340  3.60958  -4.35426
C  3.60189  3.44525  -5.67899
C  5.72700  3.83194  -4.36757
H  8.61104  3.24681  -2.79369
H  8.24279  4.95730  -3.33144
H  8.32543  3.65980  -4.49292
H  6.54025  3.18649  -1.26967
H  2.90833  3.65055  -0.54177
H  4.62632  3.92841  0.00793
H  3.98306  2.23318  -0.09533
H  1.76534  3.49749  -4.10273
H  4.40094  3.48653  -6.41680
H  2.92341  4.34473  -5.89755
H  3.05815  2.49560  -5.72385
H  6.20944  4.00802  -5.33000
Cl  0.49138  -3.67616  6.92602
C  -0.64730  -3.90124  5.64050
C  -1.55989  -2.87168  5.28573
C  -2.39009  -3.10527  4.19347
C  -2.42595  -4.31106  3.41047
C  -3.40356  -4.50859  2.29326
C  -2.94326  -4.93984  0.91499
N  -2.39065  -3.86448  0.08197
C  -3.02098  -3.27828  -1.01515
C  -2.09215  -2.42483  -1.50610
N  -0.88545  -2.50963  -0.85241
C  -1.11387  -3.37229  0.11779
O  -4.30027  -3.41225  2.07290
C  -5.55449  -3.43927  2.74217
C  -6.51692  -2.49745  2.04731
C  -7.58089  -1.78681  2.54867
Cl  -7.90667  -1.74018  4.21810
S  -8.31796  -0.69388  1.48251
C  -7.19833  -1.17039  0.20714
C  -6.32841  -2.13423  0.65730
C  -1.55380  -5.31231  3.84273
Cl  -1.67852  -6.95663  3.30179
C  -0.59371  -5.07759  4.86818
H  -1.60205  -1.90272  5.81870
H  -3.13162  -2.34263  3.92624
H  -4.11335  -5.29095  2.63062
H  -3.85541  -5.36751  0.40077
H  -2.24168  -5.77942  1.02461
H  -3.98067  -3.51313  -1.40406
H  -2.12221  -1.78864  -2.38217
H  -0.31326  -3.61674  0.76912
H  -5.45191  -3.23680  3.81528
H  -6.03962  -4.42098  2.60316
H  -7.22550  -0.62373  -0.78807
H  -5.52344  -2.58598  0.14379
H  0.00011  -5.92065  5.17285
C  -2.48225  2.73862  3.91320
C  -3.28661  1.62535  3.66318
C  -3.42882  1.06698  2.40698
C  -2.71136  1.63603  1.32379
C  -2.01149  2.85590  1.53837
C  -1.89697  3.37560  2.82535
C  -2.78393  1.06925  -0.06659
C  -2.61465  1.81592  -1.17915
C  -2.75885  2.24179  -2.44467
C  -2.44536  3.58856  -2.79820
C  -2.72591  4.08761  -4.08055
C  -3.21357  3.24943  -5.09728
C  -3.55237  1.90146  -4.74350
C  -3.37323  1.46124  -3.41637
H  -2.38564  3.08580  4.94891
H  -3.73773  1.15270  4.52997
H  -4.20845  0.35466  2.11656
H  -1.59152  3.36280  0.62778
H  -1.29801  4.29759  3.07729
H  -3.08906  -0.05982  -0.00770
H  -1.88785  4.17597  -2.05447
H  -2.57249  5.15403  -4.26931
H  -3.50887  3.71381  -6.06762
H  -3.82525  1.18774  -5.48092
H  -3.58934  0.46121  -3.28223

**E_HOMO (spin up / spin down)**: -2.1 / -2.0 eV
**Total charge**: -1
**Spin multiplicity**: 1
**LUMO level (spin up / spin down)**: 1.6 / 1.6 eV
**Kohn-Sham gap (spin up / spin down)**: 3.711 / 3.657 eV

Here are the Löwdin charges for atoms 1 to 6, given in e: Cs 0.9261; O -0.0063; C -0.4871; N 0.0442; C -0.5156; O 0.0292

Question: Look up the spin multiplicity of the second one.
Answer: 1